10
Properties=species:S:1:pos:R:3:forces:R:3:mulliken_charge:R:1 method="wB97M-V/def2-TZVPD" e_lumo_ev="3.40 / 3.35" e_tot_ev=-19018.7045 largest_force_ev_per_a=6.357 charge=-1 e_homo_ev="-0.32 / -3.69" homo_lumo_gap_ev="3.72 / 7.03" spin_multiplicity=3 molar_mass_da=115.14
C 0.35659 -1.07382 -0.31127 1.448 -1.183 1.627 0.183
H 0.89580 -2.06906 -0.56693 -0.995 0.937 1.078 0.286
N 0.18841 -0.39776 -1.40372 -0.634 2.473 -2.248 -0.632
H -0.22760 -0.64753 2.83137 -1.400 1.486 2.448 0.110
O -0.84165 2.29910 0.53905 -0.927 1.524 3.593 -0.425
H -0.21778 1.30338 -2.39294 -0.029 1.120 -3.421 0.509
N 0.14865 -0.59390 0.91066 0.094 -0.451 -2.306 -0.370
C -0.55040 1.70979 -0.43054 -0.447 2.021 -0.133 0.149
C -0.21237 0.99162 -1.43474 1.610 -6.138 0.380 -0.553
S 0.46035 -1.52183 2.25907 1.280 -1.787 -1.018 -0.257


47
Properties=species:S:1:pos:R:3:forces:R:3:mulliken_charge:R:1 method="wB97M-V/def2-TZVPD" e_lumo_ev=-0.88 e_tot_ev=-129424.0209 largest_force_ev_per_a=0.492 e_homo_ev=-8.30 homo_lumo_gap_ev=7.42 molar_mass_da=610.22
In 0.25693 0.04601 -0.53473 0.013 -0.082 0.364 1.116
H -0.56474 -3.40868 -3.90336 -0.021 -0.022 0.015 0.387
H 1.96128 2.57849 7.01515 -0.015 -0.017 -0.018 0.376
H -3.29090 2.68533 -4.83785 0.006 -0.003 0.016 0.423
C -1.84238 2.33135 -0.44347 -0.056 0.036 -0.241 -0.445
O -1.18884 3.18289 3.89824 0.136 0.026 0.220 -0.670
C -2.55935 2.31921 -4.12915 -0.052 0.017 -0.050 -0.245
H -2.59549 3.00025 -0.03755 -0.011 0.040 -0.038 0.445
C 0.43457 2.89459 5.56377 -0.039 0.010 0.004 -0.699
S -1.88994 -1.23717 -0.44978 -0.044 0.145 -0.063 -0.305
N -0.91752 1.83989 0.27109 -0.091 0.034 0.075 0.301
H -0.21274 3.46407 6.21894 0.037 -0.020 -0.011 0.431
S -3.10530 -2.78993 -2.68081 0.114 0.042 0.036 -0.287
N 0.98433 -1.69965 1.00432 0.156 0.067 0.167 -0.119
H 0.36138 0.63671 -3.90738 0.004 -0.027 0.007 0.463
H -3.60230 3.05463 -2.38784 0.022 0.002 -0.032 0.397
C 2.58008 -2.30017 2.43591 -0.032 0.010 -0.065 -0.223
H 2.91286 -1.76473 0.39944 0.004 0.045 -0.020 0.104
N -0.75618 2.13658 1.57730 0.257 -0.214 -0.362 -1.274
O 1.25886 1.06470 1.21681 -0.171 -0.153 -0.088 -0.746
H 2.65358 0.88961 3.14018 -0.006 0.001 0.001 0.456
H 3.58724 -2.53083 2.74132 -0.023 0.014 -0.039 0.449
C -1.42973 1.65165 -4.57101 0.005 0.000 -0.018 -0.802
C 1.39119 -2.31840 3.12977 -0.062 0.039 -0.019 -0.824
C 0.00399 2.67504 4.25219 -0.164 0.065 0.025 0.427
H 0.56644 -2.05044 -4.18260 0.021 0.006 -0.006 0.216
N 2.29170 -1.92547 1.17841 0.065 0.001 -0.003 0.083
C 0.82097 1.94461 3.37469 0.117 -0.034 -0.079 0.416
H 3.40980 1.26491 5.47657 -0.024 0.025 -0.011 0.413
H -1.24472 1.49226 -5.62427 0.003 -0.004 0.030 0.416
O -0.66698 -1.77265 -2.62832 0.018 -0.015 0.027 -0.032
C -1.78716 2.03976 -1.89166 0.087 0.075 0.143 0.886
C 2.04383 1.44786 3.83793 0.042 -0.013 0.019 -0.399
C -0.53320 1.17880 -3.62645 -0.036 -0.070 0.115 -0.206
C -0.45331 -2.32707 -3.92912 0.049 -0.005 0.036 -1.019
C 0.42723 -1.92947 2.18790 -0.049 -0.103 -0.001 -0.281
H -1.16609 -1.91352 -4.63990 -0.041 0.019 -0.019 0.412
H 1.24462 -2.56408 4.16736 -0.014 -0.006 -0.050 0.392
C -2.73986 2.52498 -2.77140 -0.060 0.032 0.038 -0.832
N -0.71355 1.35785 -2.32176 -0.114 -0.036 0.014 -0.140
C -1.84820 -1.97092 -2.02138 -0.085 -0.006 -0.042 0.392
Br 2.35635 -0.34698 -1.83143 0.191 0.032 -0.170 -0.543
C 2.46246 1.65991 5.13321 -0.054 0.021 0.035 -0.928
C 1.64395 2.39387 5.99567 0.041 -0.013 -0.033 -0.244
H -1.33986 2.94245 2.95429 -0.069 -0.001 -0.061 0.640
C 0.45118 1.68258 1.97184 -0.076 0.033 0.152 0.764
H -0.63868 -1.81516 2.30905 0.018 0.005 -0.003 0.460


56
Properties=species:S:1:pos:R:3:forces:R:3:mulliken_charge:R:1 method="wB97M-V/def2-TZVPD" e_lumo_ev="-3.39 / -5.37" e_tot_ev=-65073.1794 largest_force_ev_per_a=1.754 charge=+1 e_homo_ev="-8.02 / -10.49" homo_lumo_gap_ev="4.63 / 5.12" spin_multiplicity=3 molar_mass_da=682.10
C 3.04321 -1.16679 -4.60482 -0.164 0.144 -0.007 -0.905
C 0.00858 -2.91875 2.39276 0.004 0.037 0.093 -1.717
O 2.46757 -2.31211 0.95185 -0.092 0.110 0.147 -0.626
H 0.69006 -2.32621 -6.49971 -0.006 0.002 -0.008 0.320
H 3.78830 -1.84173 -5.00457 0.049 -0.059 -0.037 0.302
Au 0.14880 0.10380 -0.38493 -0.283 -0.327 0.037 1.163
H -1.17142 -4.99499 0.30225 0.044 -0.002 0.024 0.344
B 0.42907 1.56834 2.48190 0.492 -0.014 0.158 0.589
C 4.58821 -0.79426 -2.70385 0.140 0.015 0.087 -1.730
F 1.49769 0.87731 2.83396 -0.094 0.203 -0.185 -0.181
H 2.41613 -2.33464 -6.85795 0.018 -0.025 -0.028 0.360
O 1.79076 -4.18922 -0.58500 0.185 -0.391 -0.174 -0.879
H 5.25086 -1.38213 -3.33477 0.018 -0.041 0.003 0.393
H 2.47172 -1.35192 1.07799 0.082 -0.128 -0.139 0.383
H 0.91365 -3.37676 2.79443 -0.029 -0.003 0.012 0.519
C 3.30190 -0.52091 -3.41513 -0.249 0.161 0.022 0.723
H 0.54072 -4.98469 0.10326 -0.122 0.088 0.092 0.400
H 3.56007 0.96316 -1.14221 -0.042 -0.059 -0.124 0.426
C 1.57908 -1.69735 -6.58084 -0.054 -0.091 -0.163 -1.527
N -5.02207 -0.95925 3.35145 0.307 0.212 -0.186 -0.374
H -5.92279 -1.14906 2.94957 0.001 -0.053 -0.074 0.224
H 1.40600 -0.99345 -7.39611 -0.015 0.006 -0.035 0.350
H -3.47339 0.44595 0.90696 0.082 -0.164 -0.072 0.110
N -0.84533 0.95454 2.73006 -1.571 -0.509 0.197 -0.167
H -0.20798 -5.22024 1.63217 -0.022 0.001 -0.034 0.360
F 0.49437 2.78552 2.01654 0.020 -0.122 -0.032 -0.136
H -0.86686 -3.25639 2.95010 -0.010 0.017 0.018 0.540
H 0.02284 0.14222 -5.34060 -0.060 -0.009 -0.063 0.471
O -2.87249 -2.96148 1.04326 -0.092 0.010 0.213 -0.838
H -4.82531 -1.29173 4.27827 0.010 -0.015 0.104 0.239
O -1.52324 -0.95586 0.27686 0.053 0.342 0.082 -0.739
H 4.41751 -1.35270 -1.78105 0.001 -0.007 0.065 0.282
N -0.28575 -4.73486 0.73980 -0.043 -0.179 -0.074 -0.079
H -0.68717 1.25841 -2.57650 -0.028 0.010 -0.011 0.187
O 1.59187 1.35177 -0.77252 -0.083 0.279 0.321 -0.476
C 2.31994 0.35955 -2.85264 0.340 -0.280 -0.210 1.364
H -5.09542 -0.12070 0.93469 -0.041 -0.077 0.006 0.232
C -0.14689 -3.23310 0.91200 -0.029 -0.043 -0.002 0.517
C 1.85065 -0.97888 -5.30042 -0.083 0.187 0.246 0.557
P -1.70187 -2.47640 0.28502 -0.052 -0.034 0.005 0.662
O -1.66403 -3.06228 -1.19724 0.027 -0.079 -0.293 -0.522
H 0.58905 2.47001 -2.64609 -0.022 0.010 -0.021 0.332
C 1.12778 0.60264 -3.58888 0.043 -0.179 -0.146 1.380
O 1.05664 -1.75519 -1.09610 0.006 0.064 0.102 -0.522
C -4.05693 -0.34077 2.68194 -0.677 -0.054 -0.451 0.722
C 0.12682 1.65357 -3.19646 -0.136 0.178 0.011 -1.908
N -2.90569 -0.14308 3.34022 -0.102 -0.240 0.081 -0.543
N -4.25359 0.09545 1.43982 0.097 0.006 0.435 -0.287
P 1.39602 -2.85226 -0.10016 -0.132 0.536 -0.021 0.921
H 5.11456 0.12371 -2.43855 0.023 0.024 0.003 0.377
C 0.92289 -0.07196 -4.77661 0.213 -0.119 -0.017 -0.859
H -2.51017 -3.07793 -1.66537 0.077 -0.001 0.122 0.391
C -1.88989 0.44190 2.94797 1.648 0.575 -0.172 0.506
C 2.57110 0.91928 -1.58745 0.369 0.033 0.079 -1.276
H 0.10803 -1.84300 2.53209 0.015 0.038 0.019 0.085
H -0.34097 2.05963 -4.09277 -0.034 0.012 -0.006 0.558